A 2-piece molecular cluster, C29H41BrN2O10PS overall. Source: OMol25; level of theory: the ωB97M-V functional and the def2-TZVPD basis.

Positions of all 85 atoms, in Å:
C (8.09, -2.10, 1.11)
C (7.12, -1.69, -0.11)
C (6.11, -2.89, -0.54)
C (4.58, -2.44, -0.22)
O (4.32, -1.31, -1.09)
C (2.97, -0.88, -1.03)
C (1.92, -1.41, -2.06)
P (2.41, -2.65, -3.40)
O (3.14, -1.87, -4.52)
O (1.00, -3.30, -4.11)
O (3.47, -3.87, -2.86)
C (0.43, -0.94, -2.07)
C (-0.13, 0.10, -1.04)
C (0.92, 0.61, 0.03)
C (2.42, 0.14, 0.04)
C (3.49, 0.66, 1.12)
C (3.13, 0.31, 2.64)
C (3.39, -1.22, 3.06)
N (4.84, -1.50, 3.32)
S (0.25, 1.82, 1.30)
C (-1.47, 1.14, 1.55)
C (-2.09, 1.13, 2.96)
Br (-1.02, 1.90, 4.47)
C (-3.50, 0.52, 3.22)
C (-4.22, -0.09, 1.97)
C (-5.67, -0.73, 2.25)
C (-5.61, -2.24, 2.79)
C (-6.83, -3.09, 2.17)
O (-6.28, -3.98, 1.16)
C (-3.60, -0.06, 0.53)
O (-4.33, -0.65, -0.54)
C (-5.41, 0.18, -1.05)
C (-5.46, 1.68, -0.52)
C (-2.19, 0.56, 0.26)
N (-1.47, 0.63, -0.98)
C (-2.16, 0.95, -2.23)
C (-2.48, 2.54, -2.42)
O (-1.91, 2.98, -3.71)
C (-2.47, 4.24, -4.09)
O (-1.80, 5.02, -4.83)
H (8.64, -3.06, 0.82)
H (8.91, -1.31, 1.32)
H (7.44, -2.20, 2.05)
H (6.52, -0.73, 0.11)
H (7.83, -1.40, -0.98)
H (6.43, -3.80, 0.07)
H (6.28, -3.04, -1.67)
H (3.83, -3.30, -0.31)
H (4.60, -2.05, 0.86)
H (0.77, -4.06, -3.52)
H (3.07, -4.22, -2.04)
H (-0.28, -1.34, -2.86)
H (4.52, 0.20, 0.88)
H (3.60, 1.80, 1.04)
H (3.84, 0.95, 3.30)
H (2.07, 0.58, 2.96)
H (3.06, -1.98, 2.24)
H (2.80, -1.53, 4.00)
H (5.45, -0.95, 2.69)
H (5.07, -1.29, 4.31)
H (-3.94, 0.51, 4.27)
H (-6.34, -0.66, 1.30)
H (-6.20, -0.06, 3.02)
H (-5.73, -2.20, 3.93)
H (-4.60, -2.69, 2.46)
H (-7.66, -2.45, 1.73)
H (-7.26, -3.74, 3.03)
H (-6.14, -3.44, 0.35)
H (-5.27, 0.23, -2.20)
H (-6.43, -0.35, -0.90)
H (-6.28, 2.23, -1.13)
H (-4.49, 2.28, -0.63)
H (-5.85, 1.66, 0.56)
H (-3.14, 0.42, -2.47)
H (-1.46, 0.70, -3.12)
H (-2.00, 3.19, -1.62)
H (-3.62, 2.74, -2.53)
H (-3.51, 4.59, -3.76)
C (0.47, 5.93, -2.04)
C (-0.11, 5.94, -0.63)
O (0.62, 6.45, 0.25)
O (-1.26, 5.43, -0.52)
H (1.47, 6.38, -2.06)
H (0.55, 4.90, -2.40)
H (-0.18, 6.50, -2.71)

Computed properties:
* net charge: -1
* multiplicity: 1
* HOMO energy: -4.14 eV